Run one
{
  "formula": "C4H8N2",
  "method": "ωB97M-V with the def2-TZVPD basis set",
  "smiles": "C1N[C@H]1[C@H]1CN1",
  "e_homo_ev": -9.511,
  "orbital_gap_ev": 10.6,
  "symbols": ["H", "H", "H", "C", "N", "H", "H", "C", "C", "C", "H", "H", "H", "N"],
  "xyz": [[1.300, -0.695, 0.294], [-0.279, -2.149, -0.775], [-1.756, -0.868, 0.594], [1.150, 1.432, 0.660], [0.254, 0.716, 1.565], [-1.181, -1.556, -2.247], [0.777, 0.238, 2.294], [-0.537, 0.008, -0.752], [0.577, 0.119, 0.268], [-0.885, -1.357, -1.217], [-0.587, 0.865, -1.423], [0.773, 2.362, 0.236], [2.212, 1.482, 0.893], [-1.819, -0.597, -0.389]],
  "lowdin_charge": [0.134, 0.101, 0.090, -0.151, 0.019, 0.098, 0.090, -0.294, -0.296, -0.158, 0.133, 0.103, 0.100, 0.031]
}

=====

Run two
{
  "formula": "C4H8N2",
  "method": "ωB97M-V with the def2-TZVPD basis set",
  "smiles": "C1N[C@H]1[C@H]1CN1",
  "e_homo_ev": -8.698,
  "orbital_gap_ev": 9.7,
  "symbols": ["N", "C", "H", "H", "H", "H", "C", "N", "H", "H", "C", "H", "C", "H"],
  "xyz": [[-0.881, 0.870, 1.131], [-1.346, -0.516, 1.164], [-0.655, -1.275, 1.529], [-1.743, 0.467, -0.805], [0.209, -1.221, -1.382], [2.106, -1.072, -0.214], [-0.973, 0.127, -0.110], [1.498, -0.294, 0.011], [-2.393, -0.659, 1.410], [0.102, 0.890, 1.408], [0.291, -0.350, -0.720], [1.199, 1.679, -0.538], [1.553, 0.754, -0.997], [0.796, 0.448, -1.856]],
  "lowdin_charge": [0.032, -0.139, 0.109, 0.141, 0.151, 0.101, -0.319, -0.048, 0.098, 0.083, -0.302, 0.061, -0.075, 0.107]
}

=====

Short version: run two is the least stable of them.

=====

Run one
{
  "formula": "C4H8N2",
  "method": "ωB97M-V with the def2-TZVPD basis set",
  "e_homo_ev": -7.102,
  "orbital_gap_ev": 8.0,
  "symbols": ["H", "C", "H", "N", "H", "H", "H", "C", "N", "C", "H", "C", "H", "H"],
  "xyz": [[-0.202, 0.091, 2.746], [0.471, 0.976, -1.609], [-0.610, -1.900, -1.696], [-0.822, -1.610, 0.443], [0.377, 0.590, -2.672], [0.015, 1.965, -1.290], [0.996, -0.801, 1.965], [-0.569, -0.210, 0.717], [-0.568, -1.325, -0.837], [0.369, 0.019, 1.941], [0.986, 1.034, 1.732], [-0.282, -0.031, -0.804], [1.499, 1.039, -1.474], [-1.661, 0.164, 0.838]],
  "lowdin_charge": [0.006, -0.054, 0.173, -0.023, 0.095, 0.102, 0.040, -0.357, -0.026, -0.025, 0.127, -0.254, 0.034, 0.163]
}

=====

Run two
{
  "formula": "C4H8N2",
  "method": "ωB97M-V with the def2-TZVPD basis set",
  "smiles": "CN(C)CC#N",
  "e_homo_ev": -8.735,
  "orbital_gap_ev": 9.6,
  "symbols": ["C", "N", "H", "H", "H", "H", "H", "H", "H", "C", "N", "C", "C", "H"],
  "xyz": [[2.048, 0.032, -0.115], [-0.363, -0.012, -0.274], [0.870, -0.166, -1.969], [-2.317, -0.505, 0.227], [-1.139, -1.138, 1.388], [-1.313, -1.881, -0.229], [-1.299, 1.489, 0.844], [-0.216, 2.092, -0.414], [0.451, 1.434, 1.099], [-1.308, -0.935, 0.318], [2.827, 0.154, 0.731], [0.890, -0.418, -0.905], [-0.342, 1.308, 0.343], [1.257, -1.462, -0.920]],
  "lowdin_charge": [-0.232, -0.276, 0.118, 0.083, 0.084, 0.082, 0.084, 0.088, 0.074, -0.100, 0.145, -0.180, -0.100, 0.131]
}

=====

Short version: run one is the least stable of them.

=====

Run one
{
  "formula": "C4H8N2",
  "method": "ωB97M-V with the def2-TZVPD basis set",
  "e_homo_ev": -8.539,
  "orbital_gap_ev": 9.0,
  "symbols": ["H", "H", "N", "H", "H", "C", "C", "H", "H", "H", "C", "C", "N", "H"],
  "xyz": [[0.962, 0.745, 1.523], [-2.068, -0.090, -1.182], [0.638, 0.065, 0.844], [-1.679, -1.330, 0.031], [2.574, -0.665, 0.701], [-0.468, 0.463, 0.129], [-1.251, -0.576, -0.643], [1.391, 0.424, -1.117], [-0.621, -1.083, -1.380], [1.321, -1.489, -0.373], [1.611, -0.617, 0.202], [-1.220, 1.517, 0.753], [-1.799, 2.401, 1.233], [0.610, 0.863, -1.122]],
  "lowdin_charge": [0.153, 0.087, -0.098, 0.090, 0.075, -0.434, -0.068, 0.093, 0.067, 0.065, -0.079, -0.200, 0.140, 0.108]
}

=====

Run two
{
  "formula": "C4H8N2",
  "method": "ωB97M-V with the def2-TZVPD basis set",
  "e_homo_ev": -9.804,
  "orbital_gap_ev": 10.1,
  "symbols": ["N", "H", "H", "C", "H", "C", "H", "N", "H", "C", "H", "H", "H", "C"],
  "xyz": [[2.193, -1.271, -0.262], [0.880, 0.777, 0.633], [-0.865, 1.512, -1.955], [-0.139, 0.708, -1.776], [-1.436, -0.556, 1.903], [-0.393, -0.223, 1.909], [-1.454, -0.478, -0.477], [-0.093, 0.507, 0.685], [0.871, 1.120, -1.739], [1.072, -1.412, -0.587], [-0.206, -0.007, -2.595], [0.268, -1.097, 2.004], [-0.241, 0.447, 2.757], [-0.456, -0.027, -0.501]],
  "lowdin_charge": [-0.031, 0.124, 0.087, -0.085, 0.088, -0.081, 0.132, -0.097, 0.084, -0.197, 0.081, 0.080, 0.085, -0.269]
}

=====

Run three
{
  "formula": "C4H8N2",
  "method": "ωB97M-V with the def2-TZVPD basis set",
  "e_homo_ev": [-6.279, -7.012],
  "orbital_gap_ev": [6.9, 7.8],
  "symbols": ["C", "H", "H", "H", "H", "N", "C", "C", "N", "H", "C", "H", "H", "H"],
  "xyz": [[-1.191, 0.085, -0.339], [2.509, 1.492, 1.240], [0.823, -1.588, 1.920], [-2.333, 1.555, -1.457], [-0.510, 1.253, -1.952], [1.686, 1.059, 0.729], [-1.275, 1.314, -1.161], [1.209, -0.030, 0.823], [-1.730, -1.041, -0.347], [0.375, -1.744, 0.298], [1.207, -1.401, 1.007], [2.251, -1.849, 0.961], [-2.247, -1.222, -1.232], [-0.774, 2.116, -0.490]],
  "lowdin_charge": [-0.294, 0.097, 0.048, 0.083, 0.073, 0.121, -0.127, -0.274, 0.034, 0.081, -0.098, 0.118, 0.056, 0.081]
}

=====

Run four
{
  "formula": "C4H8N2",
  "method": "ωB97M-V with the def2-TZVPD basis set",
  "smiles": "C1=NNCCC1",
  "e_homo_ev": -8.166,
  "orbital_gap_ev": 9.2,
  "symbols": ["N", "H", "H", "C", "H", "H", "H", "C", "H", "H", "C", "N", "H", "C"],
  "xyz": [[-1.852, 0.026, -0.130], [0.609, 1.787, -0.934], [0.268, -1.228, 1.374], [-1.141, 1.040, 0.022], [1.393, -0.249, -1.282], [-1.660, 1.924, 0.363], [0.573, -2.140, -0.159], [0.249, -1.170, 0.213], [0.593, 1.748, 0.899], [2.101, 0.023, 0.298], [1.136, -0.071, -0.223], [-1.034, -1.054, -0.267], [-1.554, -1.873, -0.117], [0.321, 1.237, -0.057]],
  "lowdin_charge": [0.055, 0.103, 0.148, -0.219, 0.115, 0.098, 0.121, -0.288, 0.124, 0.114, -0.195, -0.113, 0.104, -0.167]
}

=====

Short version: run three is the least stable of them.

=====

Run one
{
  "formula": "C4H8N2",
  "method": "ωB97M-V with the def2-TZVPD basis set",
  "e_homo_ev": -6.940,
  "orbital_gap_ev": 7.9,
  "symbols": ["H", "H", "C", "N", "H", "C", "H", "H", "C", "N", "H", "H", "H", "C"],
  "xyz": [[1.849, 0.098, 0.044], [1.284, 0.994, 1.289], [0.347, -0.948, -1.800], [1.415, 0.986, 0.276], [1.415, -0.769, -1.921], [-0.468, -0.144, -1.122], [-0.054, -1.820, -2.300], [-0.187, 1.859, -0.585], [-1.096, 0.267, 0.477], [0.080, 0.932, -0.264], [-1.997, 0.855, 0.382], [-0.013, -1.140, 1.682], [-1.707, -0.685, 2.248], [-0.870, -0.486, 1.595]],
  "lowdin_charge": [0.073, 0.081, -0.023, 0.092, 0.044, -0.166, 0.042, 0.164, -0.272, -0.143, 0.110, 0.036, 0.028, -0.066]
}

=====

Run two
{
  "formula": "C4H8N2",
  "method": "ωB97M-V with the def2-TZVPD basis set",
  "smiles": "[H]/N=C\\N1C[C@@H]1C",
  "e_homo_ev": -9.360,
  "orbital_gap_ev": 10.4,
  "symbols": ["C", "C", "C", "H", "H", "H", "N", "H", "H", "H", "C", "H", "H", "N"],
  "xyz": [[-0.269, 0.445, -0.291], [-1.039, -0.777, -0.602], [0.447, 1.336, -1.318], [-0.723, 1.083, 0.512], [0.693, -2.344, 1.679], [-0.219, 1.951, -1.865], [0.625, -0.504, 2.474], [0.427, 0.627, 2.337], [-0.924, -1.286, -1.576], [-1.948, -0.967, -0.033], [0.517, -1.201, 1.390], [0.940, 0.503, -1.948], [1.240, 1.929, -0.855], [0.232, -0.794, 0.099]],
  "lowdin_charge": [-0.384, -0.063, -0.035, 0.138, 0.144, 0.054, 0.037, 0.098, 0.117, 0.112, -0.312, 0.108, 0.071, -0.085]
}

=====

Short version: run one is the least stable of them.

=====

Run one
{
  "formula": "C3H10NO",
  "method": "ωB97M-V with the def2-TZVPD basis set",
  "s2": 0.753,
  "multiplicity": 2,
  "e_homo_ev": [-5.078, -9.971],
  "orbital_gap_ev": [5.8, 10.7],
  "symbols": ["H", "H", "N", "H", "C", "H", "C", "O", "H", "H", "H", "H", "H", "C", "H"],
  "xyz": [[-3.292, 2.405, -0.528], [-0.822, 0.743, -0.538], [-1.316, 1.684, -0.567], [2.962, -0.818, 0.669], [0.958, -0.980, -0.293], [1.420, -0.132, -0.987], [-2.616, 1.559, -0.503], [-0.122, -0.147, 0.384], [0.493, -1.978, -0.622], [-0.822, 2.417, -0.064], [-3.139, 0.643, -0.929], [2.328, -2.553, 0.457], [1.842, -1.582, 1.709], [2.030, -1.500, 0.610], [0.095, 0.237, 1.204]],
  "lowdin_charge": [0.012, 0.020, -0.079, 0.098, -0.215, 0.157, -0.210, -0.135, 0.137, 0.085, 0.050, 0.074, 0.081, -0.146, 0.071]
}

=====

Run two
{
  "formula": "C3H10NO",
  "method": "ωB97M-V with the def2-TZVPD basis set",
  "s2": 0.768,
  "multiplicity": 2,
  "e_homo_ev": [-9.771, -9.845],
  "orbital_gap_ev": [7.4, 7.5],
  "symbols": ["H", "H", "H", "H", "H", "H", "C", "H", "O", "N", "H", "C", "H", "H", "C"],
  "xyz": [[-1.164, 1.388, 0.114], [-2.190, -0.441, -1.445], [-2.491, -1.476, -0.134], [3.806, -0.572, -0.470], [-0.893, 0.056, 1.303], [2.073, 0.155, 0.120], [3.230, 0.275, 0.029], [3.578, 0.259, 1.063], [-3.569, 0.140, -0.119], [0.151, -0.201, -0.204], [-2.757, -0.400, 1.445], [-2.313, -0.425, -0.378], [0.118, -0.327, -1.158], [3.444, 1.296, -0.439], [-1.024, 0.274, 0.276]],
  "lowdin_charge": [0.160, 0.096, 0.096, 0.029, 0.077, -0.010, -0.092, -0.009, -0.115, 0.098, 0.377, -0.438, 0.030, 0.028, -0.325]
}

=====

Short version: run two is the least stable of them.

=====

Run one
{
  "formula": "C3H11NO3",
  "method": "ωB97M-V with the def2-TZVPD basis set",
  "smiles": "C[C@@H](N)C=O.O.O",
  "e_homo_ev": -9.468,
  "orbital_gap_ev": 10.2,
  "symbols": ["H", "H", "H", "C", "H", "C", "H", "H", "H", "C", "H", "O", "H", "O", "H", "O", "N", "H"],
  "xyz": [[-2.126, -1.147, -0.402], [0.097, -2.829, 0.075], [-2.109, -2.402, 0.838], [0.893, -1.080, 0.813], [-1.592, -0.714, 1.198], [-0.174, -1.791, -0.003], [1.878, -1.548, 0.735], [0.943, -1.477, -1.707], [0.390, 1.787, 1.083], [-1.604, -1.520, 0.461], [-0.570, 2.518, -2.202], [0.749, -0.018, 1.370], [1.128, 3.121, 1.074], [-0.129, 1.777, -1.775], [0.244, 2.145, -0.957], [0.248, 2.740, 0.924], [-0.024, -1.386, -1.421], [-0.269, -0.402, -1.469]],
  "lowdin_charge": [0.071, 0.120, 0.075, -0.195, 0.077, -0.406, 0.123, 0.071, 0.001, -0.036, 0.043, 0.032, 0.059, -0.067, -0.001, -0.069, 0.064, 0.038]
}

=====

Run two
{
  "formula": "C3H11NO3",
  "method": "ωB97M-V with the def2-TZVPD basis set",
  "smiles": "CCC(N)=O.O.O",
  "e_homo_ev": -9.826,
  "orbital_gap_ev": 10.3,
  "symbols": ["H", "O", "H", "C", "H", "H", "C", "H", "H", "H", "H", "C", "O", "H", "N", "H", "O", "H"],
  "xyz": [[0.207, 0.527, -0.427], [4.378, 1.468, -2.238], [-2.213, 0.139, -1.500], [-2.809, -2.016, -1.355], [-2.169, -2.946, -1.132], [-3.615, -1.895, -0.612], [-1.753, -0.799, -1.159], [-3.338, -1.957, -2.348], [2.641, 2.970, 4.611], [4.082, 1.455, -3.126], [0.398, -0.094, 1.257], [-1.060, -0.817, 0.218], [1.771, 2.587, 4.667], [1.980, 1.883, 5.324], [0.185, -0.184, 0.330], [-1.014, -0.965, -1.944], [-1.531, -1.392, 1.203], [3.859, 2.036, -1.768]],
  "lowdin_charge": [0.115, 0.002, 0.104, -0.092, 0.096, 0.060, -0.169, 0.073, 0.016, 0.020, 0.059, -0.510, -0.070, 0.054, 0.144, 0.092, 0.030, -0.023]
}

=====

Short version: run two is the least stable of them.